16
Properties=species:S:1:pos:R:3 method="wB97M-V/def2-TZVPD" total_charge=-1 gap_ev=7.4 total_energy_ha=-437.739700
C -0.127 -2.580 0.347
C 0.963 -2.029 -0.512
O 0.505 -1.863 -1.665
O 2.053 -1.807 0.058
H -1.083 -2.382 -0.293
H 0.024 -2.323 1.390
H 0.112 -3.646 0.386
C -0.041 0.837 0.550
C -0.720 2.212 0.480
O -0.559 3.015 1.320
N -1.614 2.387 -0.596
H -2.084 3.308 -0.806
H -2.048 1.572 -1.110
H -0.822 0.082 0.213
H -0.037 0.614 1.619
H 0.795 0.653 -0.121